No. 1
Here is C47H40N3P2S2Tc as an isolated structure at a distorted geometry from the Open Molecules 2025 dataset. Energies are from ωB97M-V/def2-TZVPD.

XYZ file:
```
95
Properties=species:S:1:pos:R:3:lowdin_charge:R:1
C 1.30 -1.18 -3.67 -0.07
C -4.00 3.76 -2.20 -0.07
C 0.14 1.99 -3.56 -0.01
C -2.60 2.36 -0.83 -0.26
C 5.67 1.57 -1.55 -0.08
H 4.89 1.63 3.45 0.12
C -1.65 -0.35 1.12 -0.26
C 1.70 3.35 -0.45 -0.25
H -5.96 -1.70 1.63 0.09
H 1.43 -2.94 -0.77 0.09
H 2.69 -1.38 -5.29 0.11
C -2.73 -5.04 -1.35 -0.08
H 4.04 -3.12 -4.16 0.11
S -0.77 2.55 1.23 0.79
H -1.86 3.84 -2.19 0.12
C 4.50 2.03 -0.96 -0.08
C -4.52 0.07 3.07 -0.05
C -0.58 1.37 -2.62 -0.31
C 4.92 -0.69 -1.33 -0.07
C -1.41 0.12 -2.61 -0.21
H -2.09 -2.48 -3.46 0.10
C -2.68 -0.72 1.63 -0.14
C 1.60 0.55 5.33 -0.05
C -3.97 -1.12 2.27 -0.62
H 1.19 4.02 0.23 0.06
H -2.91 -2.08 3.92 0.09
C 0.87 2.88 -1.60 -0.28
C -1.47 -3.33 -0.23 -0.09
H -4.74 0.91 2.42 0.07
C -2.74 -4.28 -2.51 -0.08
H -4.66 -2.41 0.66 0.08
C 4.00 1.25 3.94 -0.03
C 0.94 -1.61 -2.40 -0.32
C 2.79 1.14 3.08 -0.33
C 1.71 -2.60 -1.77 -0.12
C 2.78 0.61 5.96 -0.08
H -5.09 -0.71 0.44 0.07
H 1.79 3.53 -3.42 0.12
C 2.81 -3.14 -2.40 -0.08
C 2.97 3.52 2.28 -0.34
H -5.88 1.67 -0.30 0.10
H -3.61 0.99 0.46 0.06
H -4.63 -2.52 3.80 0.08
S 1.27 -1.02 1.58 0.72
H -4.10 4.55 -2.94 0.11
N 3.68 -2.24 3.90 0.18
C 5.89 0.21 -1.74 -0.08
C 2.69 2.17 2.00 -0.40
C -5.14 3.15 -1.67 -0.08
H -2.39 0.27 -2.17 0.10
C 2.25 -0.29 2.92 -0.62
H -6.12 3.46 -2.00 0.10
C -2.74 3.36 -1.79 -0.03
H 3.39 -3.91 -1.90 0.12
N -0.18 1.92 -1.35 -0.15
H -1.52 -0.27 -3.62 0.10
H 0.68 0.49 5.89 0.11
C 4.00 0.94 5.24 -0.07
C -2.09 -4.57 -0.22 -0.07
H 4.93 1.03 5.80 0.11
H -3.79 0.39 3.82 0.09
C 1.04 2.94 -2.92 0.02
C 3.17 -2.70 -3.67 -0.08
H 2.58 3.85 -0.82 0.09
H 5.07 -1.75 -1.45 0.10
C -5.00 2.15 -0.72 -0.07
C -1.48 -2.56 -1.39 -0.34
N 3.21 4.65 2.44 0.11
C -3.74 1.76 -0.29 -0.04
C 3.04 -1.38 3.48 -0.27
H 3.00 -0.95 -0.43 0.02
H -2.07 -5.18 0.68 0.11
Tc 0.07 0.43 0.28 0.63
H 4.39 3.09 -0.78 0.10
H 0.58 0.96 3.45 0.11
C -1.22 2.04 -0.34 -0.74
H -5.44 -0.22 3.59 0.09
C 3.74 -0.23 -0.74 -0.10
H 0.09 1.78 -4.62 0.12
C 3.51 1.12 -0.55 -0.28
H 6.81 -0.14 -2.19 0.10
C 1.53 0.66 3.87 -0.15
H -3.22 -6.01 -1.34 0.11
C -4.98 -1.51 1.18 -0.04
C -3.73 -2.31 3.22 -0.05
H -0.98 -2.95 0.66 0.08
H 6.43 2.29 -1.86 0.11
H -3.46 -3.20 2.66 0.07
C 2.42 -1.72 -4.30 -0.06
P -0.52 -1.02 -1.47 1.00
H 2.82 0.52 7.04 0.10
H 0.72 -0.43 -4.18 0.08
P 2.09 1.80 0.45 0.92
C -2.10 -3.05 -2.54 -0.08
H -3.23 -4.65 -3.40 0.10
```

Calculated total energy   -3539.00313 Ha
HOMO-LUMO gap (alpha / beta)   0.175 / 0.176 Ha
Maximum force   1.054 eV/A
ΔE to the lowest compared entry with this formula, charge and spin   87.8 kcal per mole

---

No. 2
Here is C47H41AsCl5N2O3ReS5 as an isolated structure from the Open Molecules 2025 dataset. Energies are from ωB97M-V/def2-TZVPD.

XYZ file:
```
105
Properties=species:S:1:pos:R:3:lowdin_spin:R:1
C 1.23 -2.63 -5.05 0.00
C 1.59 -0.34 -5.92 0.00
H -2.68 -0.60 -3.38 0.00
S 2.64 -0.50 0.86 0.11
C -0.41 -2.57 0.62 0.01
C -1.15 -5.04 -2.78 0.00
H 1.73 -2.90 -5.98 0.00
C 2.36 1.33 -2.09 0.00
H 0.17 -2.90 -5.15 0.00
C -1.22 0.94 5.93 0.00
C -2.10 -1.02 -0.07 0.01
H -4.09 -1.45 0.58 0.00
C 1.43 -1.16 -4.79 0.00
H -1.12 -0.23 -2.62 0.00
C 1.88 1.01 -5.82 0.00
C -0.23 -2.82 -2.55 0.00
C 0.21 -0.89 5.28 0.00
H 1.50 -0.79 -6.90 0.00
C 1.95 0.75 -3.41 0.00
C -1.40 -2.30 -3.13 0.00
H -3.44 -3.49 1.84 0.00
S 4.43 -0.89 3.19 0.01
H 0.63 -2.88 0.65 0.00
H -3.23 -6.49 -3.48 0.00
C -2.42 -3.17 -3.50 0.00
C -1.85 2.44 -0.32 0.01
H -2.00 1.66 5.70 0.00
C 2.04 5.23 2.94 0.02
H 0.57 -1.59 4.52 0.00
H -1.06 -4.20 1.84 0.00
C 1.36 3.91 1.06 0.02
S 4.47 2.43 0.34 0.00
C 1.87 2.83 3.07 0.02
C 0.79 -0.90 6.53 0.00
Cl 1.51 6.61 0.69 0.00
H -3.61 -5.41 -4.83 0.00
N 0.21 -0.59 -0.74 0.09
C -3.77 3.74 2.90 0.00
H 1.84 1.31 -7.95 0.00
Re 0.73 0.87 0.73 2.35
H -4.38 -5.16 -3.26 0.00
C 1.64 5.16 1.62 0.00
S 5.90 1.59 2.80 0.00
C -0.77 0.04 4.97 0.01
H -1.04 -6.11 -2.64 0.00
H -1.64 3.25 -2.28 0.00
H -2.39 -0.14 -0.63 0.00
C -3.44 -5.45 -3.75 0.00
H -1.21 -0.54 -4.35 0.00
O 6.36 -0.08 4.79 0.00
C 2.03 1.87 -7.04 0.00
C -3.06 -1.77 0.61 0.00
H -0.59 2.76 3.51 0.00
H -3.33 -2.75 -3.94 0.00
Cl 0.92 3.92 -0.62 0.02
C -2.42 3.84 3.19 0.00
C -1.59 2.28 -1.80 0.00
H 1.34 2.71 -7.01 0.00
C 1.45 2.70 1.74 0.01
H 0.89 -5.16 -0.73 0.00
H 1.98 -4.25 -1.76 0.00
H -5.42 2.43 2.46 0.00
H 0.82 0.02 8.47 0.00
H -4.36 4.64 2.80 0.00
O -1.05 1.85 0.53 0.09
H 2.41 2.56 -4.43 0.00
Cl 2.06 1.45 4.10 0.01
H 3.11 0.72 -1.57 0.00
H 2.77 2.33 -2.19 0.00
C -1.37 -3.31 1.31 0.00
C 0.36 0.01 7.49 0.00
H 3.04 2.28 -7.11 0.00
C -2.32 -4.54 -3.34 0.00
H 1.58 -1.60 6.76 0.00
H -1.95 4.81 3.31 0.00
As 1.27 -1.69 -1.90 0.02
H 1.64 -3.26 -4.26 0.00
H 1.49 1.41 -1.43 0.00
S -1.37 -0.05 3.28 0.02
C -1.61 -0.83 -3.38 0.00
N -0.03 0.00 2.38 0.08
C 3.95 0.13 1.84 0.03
C -2.26 1.46 3.10 0.00
C 2.16 4.06 3.67 0.00
C 1.52 -0.59 -3.52 0.00
C -0.76 -1.40 -0.08 0.01
H -2.39 1.67 -2.22 0.00
C -3.60 1.35 2.80 0.00
H 0.34 -0.95 2.35 0.01
C 1.10 -4.88 -1.77 0.00
H -4.04 0.37 2.63 0.00
C 2.10 1.53 -4.55 0.00
H 1.32 -5.79 -2.32 0.00
C -2.70 -2.91 1.31 0.01
O -2.81 3.09 0.05 0.02
C 5.71 0.16 3.81 0.00
C 4.64 1.27 1.60 0.00
C -0.11 -4.20 -2.38 0.00
C -4.37 2.50 2.71 0.00
Cl 2.63 4.15 5.33 0.00
C -0.65 0.91 7.19 0.00
Cl 2.36 6.76 3.68 0.01
H -0.98 1.62 7.94 0.00
C -1.65 2.69 3.30 0.00
H -0.64 1.79 -2.02 0.00
```

Calculated total energy   -8756.84626 Ha
Multiplicity   4
HOMO-LUMO gap (alpha / beta)   0.198 / 0.196 Ha
<S²>   3.774
Charge   -1
Maximum force   0.771 eV/A
ΔE to the lowest compared entry with this formula, charge and spin   35.1 kcal per mole

---

No. 3
Here is C47H41CeN8O3PS3 as an isolated structure at a distorted geometry from the Open Molecules 2025 dataset. Energies are from ωB97M-V/def2-TZVPD.

XYZ file:
```
104
Properties=species:S:1:pos:R:3:lowdin_spin:R:1
H 11.06 5.63 16.56 0.00
H 7.08 6.38 13.57 0.00
C 12.88 16.50 10.00 0.00
H 6.64 10.14 7.01 0.00
H 8.54 6.26 14.54 0.00
C 8.36 9.70 10.43 0.00
O 10.36 9.13 13.95 0.00
N 7.87 14.14 16.15 0.00
C 9.13 5.83 17.60 0.00
C 9.89 8.53 11.72 0.00
H 12.07 14.09 19.19 0.00
H 4.38 12.24 17.06 0.00
C 10.90 15.33 9.53 0.00
C 12.48 11.54 12.67 0.00
Ce 9.10 11.00 13.98 1.01
C 8.74 8.98 9.32 0.00
C 5.95 11.66 18.31 0.00
N 9.75 13.53 14.91 0.00
H 7.41 13.26 15.98 0.00
C 8.29 6.75 18.27 0.00
S 7.14 8.13 15.18 0.00
C 8.94 13.89 8.90 0.00
H 5.04 7.61 14.13 0.00
C 12.07 13.00 19.10 0.00
C 5.35 8.06 15.05 0.00
C 7.49 6.44 14.52 0.00
S 13.42 12.65 11.78 0.00
C 8.20 13.80 10.14 0.00
H 9.00 4.75 17.58 0.00
N 9.00 9.52 11.62 0.00
C 7.27 10.57 10.32 0.00
H 4.98 9.09 15.26 0.00
H 7.44 6.40 18.79 0.00
C 10.10 14.47 8.61 0.00
S 9.87 15.94 15.88 0.00
H 8.44 13.31 8.18 0.00
C 6.64 10.71 9.13 0.00
C 8.52 8.11 18.20 0.00
C 9.78 8.00 9.39 0.00
C 7.06 9.98 7.97 0.00
C 11.60 13.45 13.34 0.00
H 4.99 7.47 15.92 0.00
H 6.89 11.09 11.18 0.00
H 5.34 11.80 19.22 0.00
C 7.30 11.25 18.37 0.00
H 7.09 5.67 15.25 0.00
C 11.04 16.69 11.29 0.00
H 5.23 14.48 11.53 0.00
C 5.37 11.92 17.08 0.00
H 6.18 13.19 13.29 0.00
C 6.05 11.62 15.89 0.00
N 12.32 17.01 11.10 0.00
C 6.24 14.09 11.40 0.00
C 10.90 11.07 18.14 0.00
C 11.04 15.45 14.69 0.00
H 7.31 14.86 16.55 0.00
C 12.56 13.95 12.50 0.00
H 6.43 14.90 9.42 0.00
H 13.63 9.85 12.47 0.00
N 10.31 15.94 10.53 0.00
N 7.99 12.85 12.30 0.00
H 10.37 13.14 17.79 0.00
C 9.07 14.38 15.64 0.00
C 10.35 7.76 10.60 0.00
H 10.02 7.51 8.48 0.00
C 12.87 10.82 19.54 0.00
N 11.54 12.07 13.38 0.00
C 6.76 13.34 12.41 0.00
C 6.92 14.29 10.19 0.00
P 9.66 10.36 16.96 0.00
O 10.70 7.02 13.31 0.00
H 11.14 7.01 10.83 0.00
C 11.06 12.45 18.28 0.00
H 7.82 8.75 18.68 0.00
C 7.96 10.99 17.17 0.00
C 10.40 8.17 13.08 0.00
H 12.71 15.17 8.36 0.00
C 8.05 9.08 8.11 0.00
H 7.81 11.13 19.29 0.00
C 8.71 13.09 11.18 0.00
C 11.86 10.27 18.78 0.00
H 9.69 12.64 11.08 0.00
O 7.54 9.00 14.00 0.00
H 5.81 11.40 9.07 0.00
H 8.39 8.56 7.22 0.00
C 10.39 7.68 16.72 0.00
H 11.84 9.22 18.56 0.00
H 13.59 10.19 20.01 0.00
N 12.72 10.16 12.66 0.00
H 5.58 11.87 14.97 0.00
H 12.29 9.72 13.44 0.00
H 12.77 14.98 12.28 0.00
H 10.57 17.23 12.15 0.00
C 9.56 8.57 17.39 0.00
H 13.90 16.80 9.81 0.00
H 11.72 16.24 14.43 0.00
C 12.23 15.54 9.24 0.00
C 7.41 11.24 15.94 -0.01
C 10.81 14.20 14.34 0.00
H 11.19 8.06 16.07 0.00
H 10.47 14.28 7.61 0.00
C 12.96 12.15 19.75 0.00
C 10.28 6.31 16.89 0.00
H 13.74 12.57 20.32 0.00
```

Calculated total energy   -4490.35425 Ha
Multiplicity   2
HOMO-LUMO gap (alpha / beta)   0.280 / 0.284 Ha
<S²>   0.751
Charge   +1
Maximum force   3.641 eV/A
ΔE to the lowest compared entry with this formula, charge and spin   27.3 kcal per mole

---

No. 4
Here is C47H41N4O5PSSc as an isolated structure at a distorted geometry from the Open Molecules 2025 dataset. Energies are from ωB97M-V/def2-TZVPD.

XYZ file:
```
100
Properties=species:S:1:pos:R:3:lowdin_charge:R:1
C -0.65 0.55 5.09 -0.28
C -5.06 4.97 0.71 -0.12
C 2.27 -1.76 -3.08 -0.31
C -2.87 3.23 0.14 -0.07
C 5.48 1.34 0.65 -0.08
C 0.10 1.11 -5.23 -0.28
H 4.47 -0.50 1.28 0.12
H -2.50 -2.38 -0.27 0.09
C -2.94 -1.65 -3.57 -0.13
Sc 0.21 0.34 1.04 1.01
H 0.16 2.30 -3.44 0.05
C -3.28 -2.10 -2.28 -0.11
H -4.20 1.72 0.82 0.09
C 0.29 -2.62 4.70 0.00
C 5.34 2.53 -0.11 -0.12
N 0.24 -0.92 2.90 -0.17
H -4.30 -2.29 -1.98 0.08
C -3.76 0.72 8.15 -0.04
H -0.91 1.38 8.28 0.10
C -2.33 -2.10 -1.26 -0.07
H -2.20 -0.14 3.80 0.13
C -0.55 2.05 -4.22 -0.05
H 0.01 -5.92 4.31 0.07
H -0.09 -5.21 1.88 0.11
H -3.90 -0.13 5.55 0.11
C 0.86 -0.03 -4.83 -0.35
C 4.14 2.80 -0.71 -0.08
C 3.00 2.11 -0.30 -0.14
O 0.75 1.36 2.92 -0.36
C -0.09 -1.74 -0.43 -0.16
H -0.40 2.35 -6.79 0.09
H 6.23 3.14 -0.35 0.10
H 0.97 -1.87 -0.55 0.02
C -0.01 -4.50 2.70 -0.13
H 3.58 -0.21 -2.32 0.09
H -5.91 3.15 1.67 0.10
C 0.67 0.67 -7.55 -0.11
H -0.93 2.91 -4.79 0.08
C -4.03 2.74 0.69 -0.02
H -1.43 -0.82 -4.84 0.09
C -0.66 -1.16 -2.84 -0.31
H 2.24 -1.56 -5.57 0.10
N -0.53 3.04 -0.25 0.04
C 2.15 -3.16 -3.29 -0.28
C 3.09 0.78 0.36 -0.32
H 5.45 -1.69 -1.82 0.08
C -4.02 5.45 -0.04 -0.03
C 0.88 -3.85 -3.72 -0.04
C 4.58 -2.11 -2.21 -0.12
C 3.52 -1.29 -2.55 -0.10
H -3.77 -1.71 -4.31 0.09
C -0.29 0.93 6.37 -0.05
H 1.89 -1.06 -7.93 0.11
C 0.14 -2.23 3.28 -0.36
H 0.61 0.92 -8.64 0.11
C -1.63 -1.24 -3.86 -0.13
H 0.32 -4.28 6.03 0.09
C 0.00 1.40 -6.57 -0.07
C 0.26 -3.97 5.00 -0.09
H -3.95 6.49 -0.35 0.11
H 5.27 -4.16 -2.13 0.11
H 3.24 -5.02 -3.38 0.11
C -1.61 2.46 0.23 -0.43
O 1.83 -0.05 4.73 -0.28
C -1.00 -1.72 -1.53 -0.33
H 1.75 3.54 -1.29 0.13
S 0.67 0.26 3.93 0.68
H 4.10 3.56 -1.49 0.11
P 1.00 -0.43 -3.10 1.12
C -2.90 0.17 5.80 -0.03
C -1.27 1.01 7.36 -0.04
H -1.10 4.46 -0.68 0.07
C 1.73 2.68 -0.64 -0.03
H 0.36 -3.14 -4.39 0.07
C -2.91 4.62 -0.24 -0.29
H -3.91 1.78 8.45 0.08
C -5.09 3.63 1.06 -0.10
H -1.40 1.54 -3.77 0.08
H 6.37 1.16 1.29 0.11
O 2.08 0.04 0.71 -0.15
C 1.39 -0.42 -7.16 -0.12
H -5.83 5.67 1.05 0.10
C 3.29 -3.94 -3.14 -0.06
H 0.64 -1.91 5.46 0.09
C 4.48 -3.45 -2.49 -0.08
H 0.28 -4.11 -2.85 0.09
N -0.05 -3.20 2.40 0.10
H -3.45 0.18 9.07 0.08
C -1.94 0.16 4.81 -0.06
C 0.02 -4.93 4.02 -0.10
H -0.38 -2.25 0.49 -0.01
C 1.53 -0.78 -5.83 -0.07
O -1.85 5.14 -0.83 0.03
O -1.63 1.28 0.70 -0.09
C -2.61 0.65 7.11 -0.22
H -4.66 0.28 7.76 0.06
H 1.12 -4.77 -4.30 0.08
N 0.58 2.22 -0.14 -0.03
H 0.75 1.04 6.70 0.12
C 4.40 0.47 0.76 -0.03
```

Calculated total energy   -3911.26528 Ha
HOMO-LUMO gap   0.208 Ha
Charge   -1
Maximum force   4.181 eV/A
ΔE to the lowest compared entry with this formula, charge and spin   0.0 kcal per mole

---

The highest maximum force belongs to which entry?
C47H41N4O5PSSc